{
  "formula": "C5H14",
  "method": "the ωB97M-V functional and the def2-TZVPD basis",
  "symbols": ["C", "C", "C", "H", "H", "H", "H", "H", "H", "H", "H", "C", "C", "H", "H", "H", "H", "H", "H"],
  "coordinates": [[-1.950, -0.892, -0.944], [-1.183, -1.871, -0.059], [-1.948, 0.590, -0.527], [-3.013, -1.129, -0.884], [-1.640, -0.979, -1.977], [-1.397, -2.880, -0.403], [-0.107, -1.676, -0.135], [-2.781, 1.018, -1.079], [-1.074, 1.131, -0.907], [-1.396, -1.728, 0.994], [-2.104, 0.859, 0.508], [2.092, 0.764, 1.336], [2.758, 1.320, 0.070], [2.832, 0.768, 2.141], [1.355, 1.501, 1.649], [1.703, -0.233, 1.141], [3.334, 0.603, -0.498], [3.468, 2.097, 0.362], [2.062, 1.824, -0.596]],
  "nbo_charge": [-0.3898, -0.6047, -0.6099, 0.1885, 0.1985, 0.2086, 0.1964, 0.2042, 0.1982, 0.2036, 0.2064, -0.6089, -0.6054, 0.2026, 0.2054, 0.2058, 0.2015, 0.1987, 0.2002],
  "smiles": "CCC.CC",
  "gap_ha": 0.4553,
  "spin_multiplicity": 1,
  "relative_energy_ev": 0.340,
  "e_homo_ev": -11.25
}